{"formula": "C25H77BrNbO11Si", "method": "ωB97M-V/def2-TZVPD", "elements": ["H", "H", "H", "H", "H", "H", "O", "H", "C", "H", "C", "C", "H", "H", "H", "H", "H", "H", "H", "H", "C", "H", "H", "C", "H", "C", "H", "H", "C", "H", "H", "H", "H", "O", "H", "H", "H", "H", "H", "C", "H", "H", "C", "H", "C", "H", "H", "H", "O", "C", "O", "H", "O", "H", "C", "Si", "H", "C", "Br", "C", "C", "C", "H", "C", "O", "H", "H", "H", "O", "C", "C", "H", "C", "H", "H", "C", "H", "H", "H", "H", "H", "H", "H", "O", "H", "C", "H", "H", "H", "Nb", "O", "H", "H", "H", "H", "O", "H", "H", "H", "H", "H", "H", "C", "C", "O", "H", "H", "H", "H", "C", "H", "H", "H", "H", "H", "H"], "coordinates": [[-1.6052, -3.0562, -1.0834], [-7.2137, 5.7623, -5.1043], [-3.6861, 2.8740, -3.3914], [9.4383, 2.3778, 3.5722], [4.5859, -0.2276, 2.1798], [-3.5113, 1.0878, 2.3943], [2.5998, 1.8487, 1.8100], [12.3445, -1.5820, 2.7157], [5.0781, 0.6424, 2.6242], [-5.5703, -0.6662, 3.6578], [4.1852, 3.3346, 3.6870], [-1.6611, -2.3690, -0.2382], [4.1506, 3.3377, -0.0043], [-0.8373, -2.5817, 0.4451], [-3.4753, -0.6902, -1.1830], [5.5453, 2.2500, 0.2213], [-3.6591, -0.9315, 1.2890], [6.8768, 0.9572, -3.3496], [7.9326, 2.5115, -1.7139], [4.8773, 4.1655, 3.5319], [12.8435, -1.0899, 3.5510], [-5.7416, 5.0830, -5.8235], [-4.5879, 2.1524, -0.5426], [1.6479, 1.1836, 2.6456], [13.4511, 0.6357, 2.4030], [-7.8971, -0.3916, -4.9608], [5.5197, 3.8352, 0.9837], [1.8601, 0.1113, 2.5311], [8.4613, 2.0248, 3.9040], [1.8561, 1.4425, 3.6917], [-6.5247, -7.2372, -3.7937], [8.5333, 1.3392, -3.8514], [-5.6465, -3.1735, 1.0317], [-2.2802, 2.3493, -1.9685], [3.1852, 3.7504, 3.8423], [0.8728, 4.5779, 2.8969], [6.0979, 0.6533, 2.2305], [-3.8280, -0.9483, 3.7882], [-6.3141, -2.4158, -1.5897], [12.9035, 0.4089, 3.3188], [-7.1230, -3.6757, 0.2119], [-6.0082, 4.9867, -4.0777], [-7.9415, -1.7868, -4.3797], [-0.7934, 5.2819, 1.2196], [-4.7109, 2.1458, -1.6262], [-5.7590, -4.8826, -1.5201], [-8.9518, -2.2046, -4.4469], [-4.4970, -9.1534, -2.7175], [7.3892, 0.8949, -0.6956], [-3.5395, 2.8534, -2.2978], [-2.6293, -0.6086, -1.6414], [-2.2068, 1.4127, -2.1903], [-7.4885, -1.8485, -3.0248], [-5.3814, -0.6037, 1.1609], [-1.5958, -0.9313, -0.7126], [4.1282, 2.2108, 2.2040], [4.4977, 2.8471, 4.6130], [-7.1972, 3.6071, -5.2398], [-1.9801, 3.9219, 4.1487], [-4.7063, -1.1055, 3.1579], [7.9289, 0.8481, -3.0872], [-6.4982, 4.9401, -5.0517], [-0.0683, 0.8961, 1.4258], [-4.5105, -0.4554, 1.7986], [11.6267, 0.9953, 3.1303], [-1.6223, -0.2412, 0.1358], [9.0059, -0.0631, 3.8633], [-4.2856, -4.3973, -0.6664], [-6.1375, -7.0089, -2.9425], [-5.5543, -9.3622, -2.5555], [-5.3467, -4.6209, -0.5447], [5.1558, 0.4603, 3.6992], [-6.2670, -8.1172, -2.0642], [-8.0446, -1.2755, -2.4856], [-0.4285, 1.2392, 3.1266], [8.1938, 1.4530, -1.7221], [13.4392, 0.8877, 4.1475], [7.7963, 1.9767, 3.0423], [11.1105, 0.8357, 3.9332], [-4.7976, 1.1101, -1.9698], [-7.2732, -2.4587, -4.9175], [-7.6853, 3.5598, -6.2149], [-3.5059, 3.8941, -1.9645], [-4.3198, 0.9448, 1.8876], [-2.5951, -2.5544, 0.2985], [-6.0648, -3.4256, 0.0550], [-5.8547, 2.4845, -4.3829], [8.0475, 2.7603, 4.5985], [-1.8881, 3.1118, 0.9025], [-0.5085, 3.6563, 2.0340], [-5.9292, -2.2470, -0.7168], [-8.5477, 0.2812, -4.3964], [-5.6431, -10.1702, -1.8281], [-6.8885, 0.0143, -4.9287], [9.2590, 1.3764, -1.4738], [9.5477, 0.6676, 5.6340], [-0.6694, -0.7370, -1.2531], [-8.2329, -0.3814, -5.9985], [0.6605, 3.6021, 0.7242], [-5.8288, -7.7676, -1.1294], [-7.9798, 3.4908, -4.4787], [12.2914, -1.3115, 4.4668], [8.5977, 0.6700, 4.5601], [0.2187, 1.5142, 2.2801], [-6.3113, 2.4984, -5.2326], [8.1825, -0.2148, -3.0968], [9.2529, 1.2998, 6.2975], [-5.4439, -5.4948, 0.1036], [-7.3214, -8.3421, -1.8655], [4.8963, 2.9811, 0.7061], [-5.6563, 2.6473, -1.8661], [-5.9882, -9.7138, -3.4947], [-4.8624, -2.1829, 3.0697], [7.6182, 0.3045, 4.8809], [13.8458, -1.5088, 3.6544], [7.5712, -0.0473, -0.6213]], "forces_ev_per_angstrom": [[-0.01, -0.02, 0.00], [-0.02, -0.01, -0.01], [0.00, -0.04, -0.01], [-0.04, 0.05, -0.06], [-0.02, 0.01, -0.02], [0.00, 0.36, -0.09], [-0.83, -0.24, -0.24], [-0.01, -0.02, 0.02], [0.19, -0.37, 0.06], [0.01, -0.02, 0.04], [-0.02, 0.28, 0.33], [-0.03, -0.01, -0.03], [-0.07, -0.05, 0.02], [0.03, 0.01, 0.00], [-0.05, 0.02, -0.05], [-0.04, 0.04, -0.15], [-0.07, 0.08, 0.03], [0.00, -0.03, -0.02], [0.06, 0.02, -0.09], [-0.06, 0.06, -0.06], [-0.09, 0.03, -0.03], [0.01, 0.02, 0.02], [0.02, -0.06, 0.00], [0.60, 0.05, 0.02], [0.08, -0.06, 0.03], [0.09, 0.05, 0.17], [0.02, 0.00, 0.01], [-0.13, -0.06, 0.15], [0.15, 0.14, 0.03], [-0.12, 0.03, 0.05], [0.01, -0.01, 0.02], [0.01, 0.03, 0.00], [-0.01, -0.10, 0.02], [0.46, -0.22, -0.08], [0.06, 0.12, 0.01], [-0.15, 0.36, -0.59], [-0.01, 0.09, -0.05], [0.00, 0.02, 0.01], [0.08, 0.17, -0.04], [0.13, 0.05, -0.11], [0.00, 0.08, -0.02], [0.03, 0.00, 0.02], [0.02, -0.25, 0.02], [0.49, -0.71, -0.34], [0.06, -0.08, -0.04], [0.00, 0.00, -0.01], [-0.01, -0.01, -0.01], [0.00, -0.02, -0.02], [0.02, -0.19, 0.05], [-0.27, 0.36, -0.04], [-0.07, -0.18, 0.04], [-0.33, -0.08, 0.11], [-0.17, 0.11, -0.06], [-0.03, -0.02, 0.02], [0.07, 0.19, -0.07], [0.46, -0.04, 0.19], [-0.07, -0.13, -0.03], [-0.16, 0.00, -0.09], [0.15, -0.05, -0.07], [-0.05, 0.08, 0.02], [-0.06, -0.04, 0.05], [0.08, -0.08, -0.05], [-0.14, 0.10, -0.07], [0.08, -0.11, -0.12], [-0.07, -0.15, 0.26], [-0.02, 0.04, 0.00], [-0.14, 0.03, -0.14], [0.00, -0.02, -0.02], [-0.06, -0.07, -0.16], [0.03, 0.07, -0.06], [0.11, 0.11, -0.03], [-0.10, 0.01, 0.02], [0.01, 0.06, 0.18], [0.06, 0.04, -0.01], [-0.04, -0.05, 0.02], [0.01, 0.18, 0.03], [-0.05, 0.06, -0.01], [0.00, -0.03, -0.01], [0.00, 0.10, 0.02], [0.03, 0.02, 0.04], [-0.02, 0.03, -0.08], [-0.04, 0.09, 0.02], [-0.12, -0.01, -0.04], [0.05, -0.25, 0.13], [0.01, -0.04, -0.04], [0.02, -0.04, 0.23], [0.08, -0.03, -0.01], [-0.02, -0.03, 0.02], [0.21, 0.61, -0.20], [-0.85, -0.91, 1.82], [-0.04, -0.14, -0.16], [0.00, 0.02, -0.01], [-0.01, 0.01, 0.03], [-0.01, 0.02, 0.00], [-0.02, -0.02, 0.05], [-0.09, 0.06, 0.00], [0.07, -0.05, 0.08], [-0.02, -0.07, -0.01], [0.09, 0.20, 0.05], [-0.01, -0.10, 0.05], [0.04, -0.07, 0.00], [-0.02, -0.02, -0.01], [0.03, -0.18, -0.17], [0.16, 0.42, -0.64], [0.07, 0.09, 0.16], [-0.02, -0.01, 0.00], [0.04, 0.02, -0.02], [-0.01, 0.01, 0.04], [-0.01, 0.06, -0.04], [0.23, 0.19, -0.18], [0.05, 0.05, 0.00], [0.02, 0.00, -0.01], [-0.01, 0.00, -0.04], [0.06, -0.04, 0.17], [0.03, 0.02, -0.01], [0.02, 0.02, -0.03]], "largest_force_ev_per_a": 2.20, "lumo_ev": 1.84, "gap_ev": 6.7, "total_energy_ha": -4746.6821, "homo_energy_ev": -4.8, "charge": -1}